297
Properties=species:S:1:pos:R:3:forces:R:3:lowdin_charge:R:1 method="wB97M-V/def2-TZVPD" energy_ev=-373530.40375 homo_energy_ev=-7.13 charge=+1 e_lumo_ha=-0.1978 molar_mass_da=2146.0
C -4.0045 6.1995 10.7477 0.7012 -0.8188 1.0209 -0.11
C -4.0189 5.3483 9.4951 -1.9650 0.4542 -1.4465 -0.25
C -2.8168 5.4887 8.5364 -0.2710 0.5407 1.2362 -0.15
C -2.9485 4.5393 7.3539 -1.1352 1.9579 -0.0090 -0.13
N -2.7077 5.1932 6.0266 0.8040 -1.8231 0.0392 -0.24
C -2.9250 4.1197 4.9544 -0.5737 0.7907 -0.9809 -0.04
C -1.7086 3.1481 5.0423 -0.3324 0.4365 0.3279 -0.11
C -0.6064 3.9310 5.7912 -1.2701 1.0962 0.2605 -0.11
C -1.2533 5.3478 5.9162 1.4908 -0.0486 0.3855 -0.12
C -3.3719 6.4644 5.8037 -0.7717 1.0341 0.2757 -0.17
C -4.8937 6.5736 5.8816 -0.5969 -0.7459 -0.2400 -0.19
C -5.3252 7.9552 5.2846 -0.1030 -1.3510 -0.0865 -0.08
H -3.0460 6.1049 11.2553 0.4376 0.2605 -0.1164 0.07
H -4.6517 5.7681 11.5152 -0.4655 0.2140 -0.2958 0.08
H -4.2274 7.2588 10.6322 -0.0336 -0.0534 -0.2540 0.07
H -4.9227 5.7129 8.9126 0.8035 -0.3917 0.3405 0.11
H -4.3081 4.3075 9.6682 0.6209 0.1345 0.3164 0.09
H -1.9090 5.2359 9.1040 -0.0528 0.3187 -0.2127 0.13
H -2.8385 6.5909 8.3184 0.5789 -1.0366 -0.1494 0.12
H -3.9357 4.1222 7.3271 -0.6498 -0.0840 -0.1491 0.12
H -2.3363 3.6819 7.4146 0.7081 -0.5260 0.2596 0.06
H -3.0554 4.6526 3.9658 0.4534 -0.5228 0.9498 0.15
H -3.8966 3.6947 5.1718 -0.0089 -0.4843 0.0052 0.13
H -1.3742 2.8011 4.0541 -0.2908 0.2778 0.4198 0.09
H -1.9918 2.3111 5.6772 -0.0850 0.1552 -0.2999 0.06
H 0.2276 4.1913 5.1886 1.1419 -0.5756 -0.5514 0.09
H -0.2970 3.4369 6.7323 -0.2843 0.4939 -0.4822 0.13
H -1.0673 5.8666 4.9702 0.0255 0.1162 0.1853 0.14
H -0.8461 5.9281 6.7493 -0.2429 0.0515 -0.1283 0.14
H -2.9594 6.7917 4.8660 -0.2863 0.3917 -0.6742 0.12
H -3.0483 7.1654 6.5544 0.7478 0.1588 0.1459 0.12
H -5.2779 6.5295 6.9286 0.5967 -0.1138 -0.6498 0.11
H -5.3293 5.6698 5.3703 0.0035 1.1618 0.1248 0.12
H -6.4436 7.9864 5.2336 1.1648 0.3239 -0.2353 0.09
H -4.7949 8.1185 4.3473 -0.7035 -0.3545 -0.6481 0.06
H -4.9065 8.7834 5.8326 -0.2832 0.2244 0.9670 0.06
C -2.6675 0.7568 -3.7495 1.0039 -0.1673 0.3464 -0.06
C -3.0026 2.0795 -3.0993 -0.8852 -0.6115 -0.4326 -0.28
C -1.8304 2.7812 -2.5924 2.5358 1.9424 0.5134 -0.21
C -1.9946 3.9739 -1.6149 -0.4741 -0.7837 0.6326 -0.10
N -2.8070 5.1152 -2.1668 -1.8699 0.7796 -0.7647 -0.18
C -2.9476 6.3127 -1.1754 0.9507 -2.1310 0.9447 -0.08
C -4.0994 7.1473 -1.6432 -0.4491 -0.6465 -0.3734 -0.14
C -4.9946 6.1607 -2.4540 -0.2076 0.3106 -0.2188 -0.14
C -4.3639 4.7816 -2.3308 0.9979 -0.5203 0.2910 -0.06
C -2.3687 5.5428 -3.5742 -0.3683 1.1455 1.4806 -0.12
C -0.9149 6.0641 -3.5947 -0.1631 -0.5305 -0.6324 -0.20
C -0.4292 6.2154 -5.0620 0.3724 -1.2230 0.5981 -0.09
H -3.5930 0.3507 -4.0944 -0.4346 -0.7464 -0.3544 0.07
H -2.2437 0.1281 -2.9492 -0.1895 -0.1977 -0.4598 0.08
H -1.9255 0.7679 -4.5754 -0.5064 0.2905 0.4716 0.05
H -3.6378 1.8094 -2.2616 -0.6470 0.3724 0.0655 0.12
H -3.5233 2.7208 -3.8159 -0.2356 -0.2726 0.1621 0.09
H -1.2240 3.1203 -3.4498 0.1264 -0.1385 0.1202 0.11
H -1.1531 2.1250 -2.0321 -0.1502 -0.2024 -0.1104 0.10
H -0.9798 4.3409 -1.2814 -1.1621 -0.2004 -0.4328 0.14
H -2.5926 3.6038 -0.7231 0.6752 0.7033 -0.6158 0.11
H -1.9375 6.7481 -1.0909 -0.6187 0.1112 0.0262 0.13
H -3.2515 5.7780 -0.2259 0.5840 0.4875 -0.7857 0.13
H -3.7897 8.0452 -2.1333 0.1242 0.3986 -0.8802 0.10
H -4.6956 7.4857 -0.8229 -0.0800 0.1475 0.8184 0.11
H -5.1104 6.4726 -3.5071 0.0302 -0.1504 0.4595 0.11
H -5.9899 6.1278 -2.0114 -0.0053 -0.0183 -0.1211 0.12
H -4.5608 4.1110 -3.1977 0.4008 0.7906 0.5995 0.12
H -4.6282 4.2089 -1.4196 0.0918 0.6117 -0.4615 0.10
H -3.0712 6.3698 -3.8696 0.7688 -0.8474 0.1685 0.14
H -2.6515 4.6599 -4.1308 0.6629 -0.0133 -0.7228 0.11
H -0.2454 5.3667 -3.0213 -0.5119 0.8847 -0.5088 0.10
H -0.9314 7.0918 -3.1661 0.2554 -0.8435 0.0799 0.12
H -0.4857 5.2555 -5.6400 0.0359 0.7035 0.5723 0.07
H 0.6000 6.5702 -5.0913 0.0523 -0.1250 0.0443 0.07
H -1.0226 6.9447 -5.5587 -0.6193 0.5878 -0.5572 0.06
C 2.1771 -0.9608 -3.8512 0.6542 0.2836 2.5128 -0.10
C 1.7404 -0.8764 -5.2577 1.1065 0.7630 -1.1892 -0.24
C 2.1221 0.3880 -6.0070 1.2402 -0.7936 0.2753 -0.19
C 1.5818 0.4010 -7.4014 1.9180 0.2205 -0.3830 -0.13
N 0.5190 1.3672 -7.6750 -0.4818 1.2744 0.8533 -0.25
C -0.6511 1.1713 -6.7330 0.6435 -0.0695 0.2985 -0.10
C -1.4798 0.0508 -7.3573 0.6562 0.7864 -0.2485 -0.11
C -1.1046 0.0643 -8.8728 1.0305 -0.6711 1.1965 -0.10
C -0.0367 1.1324 -9.0202 0.3791 0.5893 -0.5964 -0.11
C 1.0587 2.7754 -7.4465 -1.2204 -0.1471 1.5010 -0.12
C 2.0466 3.1827 -8.5039 1.5550 -0.2058 -0.5145 -0.22
C 3.0475 4.2200 -8.0030 1.2066 -0.7575 -0.7957 -0.08
H 3.2879 -0.9269 -3.5572 -1.3115 -0.4674 -1.0969 0.10
H 1.6743 -1.8367 -3.4324 0.5626 -0.0966 0.1815 0.04
H 1.8095 -0.1201 -3.2440 -0.1777 0.0594 -0.3763 0.06
H 0.6751 -0.8790 -5.3278 -0.9753 -0.5885 0.3076 0.10
H 2.1157 -1.7204 -5.8202 -0.0707 -0.4645 -0.1877 0.12
H 3.1966 0.5327 -6.1332 0.2287 -0.4818 0.3887 0.13
H 1.9030 1.2364 -5.4224 -0.7342 1.0757 0.7514 0.07
H 1.2566 -0.5707 -7.7080 -0.3479 -0.6411 -0.1800 0.14
H 2.4922 0.6590 -7.9899 -1.2521 -0.1147 -0.3812 0.14
H -1.1600 2.1453 -6.6424 0.0413 -0.5118 -0.2319 0.14
H -0.2193 0.9335 -5.7536 -0.2923 0.1290 -0.2482 0.11
H -2.4851 0.3459 -7.2293 -1.2959 -0.1225 0.1776 0.10
H -1.3069 -0.8910 -6.8406 -0.0182 -0.0867 -0.2784 0.12
H -1.9253 0.2727 -9.5203 -0.5838 -0.1221 -0.4011 0.11
H -0.6443 -0.8987 -9.0925 -0.3634 -0.0442 -0.3854 0.12
H -0.4165 2.1007 -9.3414 -0.2281 -0.0981 -0.2302 0.14
H 0.8074 0.8532 -9.6595 -0.3635 0.0883 -0.1001 0.14
H 1.3392 2.7349 -6.3238 0.1011 0.6327 -2.0974 0.15
H 0.1773 3.4815 -7.5496 0.8516 -0.9320 0.3656 0.15
H 1.4468 3.6328 -9.2860 0.0992 0.0118 -0.4330 0.11
H 2.6426 2.3446 -8.9816 -0.8947 0.7500 0.6574 0.13
H 3.6073 4.7081 -8.8086 -0.4732 -0.0267 -0.0655 0.09
H 3.8299 3.8252 -7.3676 0.0408 -0.6663 0.2073 0.08
H 2.6061 4.9360 -7.3900 -1.0323 1.5024 0.8140 0.05
C 3.0323 -9.7347 -1.4036 -0.6324 -1.6661 0.3532 -0.12
C 3.2464 -9.0801 -2.7861 0.4920 0.5568 0.0855 -0.22
C 4.3258 -7.9158 -2.7295 -0.7205 0.0151 -0.7020 -0.16
C 3.8075 -6.7053 -1.9211 -0.1663 -0.8035 0.3109 -0.12
N 4.8827 -5.8370 -1.2999 -1.2861 0.5146 -0.8643 -0.21
C 5.8530 -6.6485 -0.5214 -0.0949 1.1483 -0.0730 -0.10
C 6.2753 -5.6843 0.5716 1.6773 0.6991 1.2182 -0.13
C 5.5444 -4.3489 0.3882 -0.8262 -0.7766 0.4422 -0.15
C 4.2960 -4.8344 -0.2945 -0.6586 0.3376 -1.0463 -0.08
C 5.6361 -5.1173 -2.4419 0.1904 -1.2692 0.4265 -0.09
C 4.9067 -4.0165 -3.1448 -0.6830 0.3419 0.8578 -0.25
C 5.3511 -3.6810 -4.5143 0.7675 -0.7273 -1.2998 -0.08
H 3.8957 -9.7805 -0.7164 -0.0374 0.4750 -0.4720 0.07
H 2.7797 -10.8415 -1.4917 0.0362 1.3592 -0.1474 0.09
H 2.1785 -9.2820 -0.8407 0.7022 -0.2194 -0.4912 0.06
H 2.2447 -8.7644 -3.1452 0.7499 0.4684 0.2146 0.10
H 3.5712 -9.7505 -3.5996 0.1225 -0.1758 0.7374 0.11
H 4.6390 -7.6726 -3.7645 -0.6256 0.3083 0.3494 0.11
H 5.2777 -8.2500 -2.3233 -0.2010 -0.6102 0.4348 0.09
H 3.1194 -7.0822 -1.1309 0.7736 0.3876 -0.1182 0.14
H 3.1961 -6.0610 -2.5069 -0.2573 0.2997 -0.4827 0.07
H 6.5906 -6.9544 -1.2476 0.5380 -0.2614 0.3158 0.13
H 5.3320 -7.4941 -0.1260 -0.2453 -0.5921 0.1613 0.13
H 7.3462 -5.4629 0.6062 0.0285 -0.4350 -0.1886 0.12
H 6.0452 -6.0561 1.5757 -0.1195 -0.1829 -0.3078 0.13
H 6.0526 -3.6471 -0.2389 0.5538 0.4726 -0.2792 0.09
H 5.3234 -3.9083 1.3571 -0.0793 0.1629 -0.0711 0.12
H 3.6871 -4.0703 -0.8726 0.5611 -1.1274 0.9345 0.14
H 3.7037 -5.4243 0.4239 -0.1387 0.3777 -0.4483 0.14
H 5.9019 -5.9783 -3.0538 -0.0944 0.2685 -0.5693 0.13
H 6.5691 -4.7698 -2.0504 0.5799 0.2088 0.5290 0.13
H 4.9688 -3.0886 -2.5727 -0.1744 -0.0846 0.4119 0.11
H 3.8758 -4.2911 -3.2086 -0.6792 0.0539 0.0469 0.08
H 4.7663 -2.8863 -4.9545 -0.3838 0.0671 -0.0621 0.07
H 5.3363 -4.5583 -5.1637 -0.3655 0.0227 -0.1476 0.09
H 6.3710 -3.3637 -4.5692 0.8902 0.3965 0.1990 0.07
C -2.4374 -0.8608 2.4792 -0.8064 0.0941 -0.1332 0.02
C -1.0877 -0.1293 2.1267 -2.5934 0.1135 0.4567 -0.40
C -0.0923 -0.2513 3.2558 1.2155 -0.5155 -0.1603 -0.11
C 1.3312 0.1651 2.8085 -0.2903 0.3516 -0.5903 -0.13
C 1.6750 -0.7735 1.6170 -0.1736 2.1107 -0.9975 -0.11
C 0.7679 -0.5504 0.3559 0.8173 -0.8852 -0.2619 -0.39
N -0.6696 -0.5807 0.7640 3.7253 1.1922 3.9638 -0.04
O -1.4731 -0.8744 0.0330 -3.5351 -1.3920 -4.1350 0.22
C 0.9439 -1.7654 -0.5667 0.4228 0.2675 -1.1691 -0.03
C 1.0566 0.7736 -0.4320 -0.5077 -1.0073 0.3929 0.02
C -1.5215 1.3193 1.8356 -0.3778 0.8368 -1.3009 -0.01
H -2.9780 -1.2063 1.5776 0.3748 0.1778 0.4472 0.07
H -3.1997 -0.1879 2.9811 1.2641 -0.6433 -0.3504 0.12
H -2.2715 -1.7363 3.1145 0.0840 0.2374 -0.0535 0.08
H -0.0986 -1.2912 3.6049 0.3529 -0.0146 -0.2848 0.11
H -0.4492 0.2654 4.1421 -0.2292 0.5472 -0.1763 0.12
H 2.0579 0.0616 3.6294 -0.3609 -0.0601 -0.4077 0.11
H 1.3385 1.2574 2.4758 0.0332 -1.2954 0.3641 0.13
H 1.6211 -1.8018 1.8704 -0.1002 -0.9533 0.6013 0.07
H 2.6669 -0.6077 1.1704 -0.0221 0.0210 0.5351 0.13
H 1.9827 -1.7070 -0.9299 -0.1887 -0.1508 0.2313 0.09
H 0.3402 -1.7008 -1.4974 0.1742 -0.0719 0.8330 0.07
H 0.8014 -2.7507 -0.0969 -0.0640 0.4671 0.0151 0.09
H 0.7468 0.7384 -1.4896 -0.1138 -0.0363 0.6097 0.07
H 2.1190 0.9175 -0.4000 0.6173 0.0697 -0.1146 0.08
H 0.6231 1.6029 0.0952 -0.2506 0.5491 -0.0679 0.06
H -2.2308 1.4055 0.9405 0.7548 -0.2929 1.3189 0.12
H -0.7034 2.0471 1.6262 -0.5177 -0.5238 0.5981 0.09
H -2.0803 1.5054 2.7454 0.0213 0.8900 -0.1935 0.07
C -1.9231 -3.9436 0.4924 1.0864 -0.4518 -1.5654 -0.04
C -2.2232 -5.1683 1.3512 0.2575 0.4358 -0.0668 -0.34
C -2.9680 -6.3710 0.6671 0.0145 0.6090 -0.7428 -0.08
C -2.9699 -7.7028 1.4285 1.2834 2.5970 0.2168 -0.14
C -1.5401 -8.1450 1.5956 0.2277 -1.1739 0.2922 -0.12
C -0.6288 -7.1610 2.3437 0.2912 -0.5682 -0.5767 -0.39
N -0.7542 -5.7066 1.6921 -7.2103 -5.8673 2.1372 0.00
O 0.1894 -5.2036 1.4383 6.5415 4.3807 -2.0459 0.21
C 0.8310 -7.5928 2.2301 -0.3345 -1.1599 0.5944 -0.03
C -0.9031 -7.0353 3.8379 -0.7568 1.2137 -1.1733 0.01
C -2.7758 -4.6340 2.6675 -1.2829 -0.5801 0.2344 0.00
H -1.0645 -3.4253 0.9855 -0.7083 -0.1349 -0.3812 0.07
H -2.7781 -3.2517 0.4024 0.3793 -0.7564 0.1509 0.06
H -1.5505 -4.2989 -0.5391 -0.6835 0.8498 1.4953 0.10
H -2.4656 -6.5191 -0.2858 0.1483 0.0450 -0.3728 0.12
H -4.0032 -6.0666 0.3982 0.7660 0.2115 0.4469 0.12
H -3.6908 -8.3359 0.9933 -0.4208 -1.1405 -0.4649 0.12
H -3.3065 -7.3641 2.3616 -1.0148 -0.3161 1.7792 0.09
H -1.1378 -8.3592 0.6152 0.3855 0.0723 -0.4140 0.12
H -1.4013 -9.0986 2.1648 -0.3867 0.6066 -0.3200 0.14
H 0.8843 -8.5110 2.8593 0.1080 0.6664 -0.2588 0.12
H 1.4945 -6.8595 2.6422 0.3388 0.2704 0.2255 0.05
H 1.1899 -7.9264 1.2692 -0.2376 0.2553 -0.6981 0.07
H -0.7211 -7.9358 4.3717 0.3235 -0.8179 0.1885 0.10
H -1.9217 -6.7286 4.0144 -0.1814 0.0892 0.2963 0.07
H -0.2162 -6.2666 4.1212 0.3082 0.4879 1.0158 0.08
H -3.1926 -5.4148 3.3137 -0.2176 0.1757 -0.3175 0.08
H -3.5928 -3.9133 2.4066 0.6889 -0.6130 0.2976 0.11
H -2.0020 -4.1908 3.2678 0.4291 0.6249 0.1275 0.08
C 6.9969 4.2922 -0.1467 0.1448 0.5745 -2.0806 0.00
C 8.1164 3.2825 -0.4284 -0.4901 0.3748 1.1602 -0.41
C 8.1612 2.3877 0.8480 1.4430 -0.1873 -1.1914 -0.11
C 8.5176 0.9304 0.6063 0.2477 0.8354 0.2358 -0.16
C 7.5203 0.4688 -0.4059 0.5432 -3.2586 -0.8763 -0.16
C 7.5925 0.9713 -1.8268 0.2702 1.1801 -0.0128 -0.38
N 7.7220 2.5573 -1.6906 -0.2836 -0.8990 -1.2573 0.03
O 7.5414 3.1979 -2.6676 0.0061 -0.2659 0.5281 0.23
C 6.3487 0.6574 -2.6759 -0.1306 0.3496 -0.5185 -0.01
C 8.8859 0.4464 -2.5385 -0.4754 2.0555 0.1883 0.02
C 9.3982 4.0242 -0.8041 -0.0421 -0.5867 -1.1275 0.01
H 6.0326 3.8391 -0.1919 -0.8208 -0.5378 -0.1330 0.08
H 7.0271 5.0649 -0.9337 -0.1423 -0.0765 0.5239 0.11
H 7.0727 4.7152 0.8238 0.5322 0.4241 0.8054 0.10
H 7.2096 2.4593 1.3011 -1.0926 -0.1177 0.5401 0.11
H 8.8592 2.8646 1.5037 0.4646 0.3715 0.4878 0.13
H 8.4632 0.3412 1.5158 -0.5676 0.0293 0.2384 0.13
H 9.5622 0.7811 0.3619 0.2596 0.2224 -0.7059 0.12
H 6.5383 0.5070 0.0240 -0.7145 0.2763 -0.0096 0.13
H 7.7137 -0.6145 -0.6248 -0.4379 0.4651 0.6107 0.14
H 6.4613 0.9488 -3.7295 0.2937 0.0779 0.3354 0.10
H 5.4221 1.1467 -2.3617 0.2216 0.0177 0.3814 0.07
H 6.1669 -0.4207 -2.7077 0.2274 0.0363 0.3383 0.09
H 8.9615 0.8221 -3.5723 -0.1083 -0.2445 0.4382 0.11
H 8.7781 -0.6015 -2.5056 -0.0505 -1.3035 -0.2823 0.08
H 9.7954 0.6985 -1.9946 -0.0233 0.0908 0.0307 0.09
H 10.1893 3.3408 -1.0473 0.7010 -0.5869 0.5033 0.09
H 9.6936 4.7147 -0.0401 0.0884 0.2865 0.3758 0.10
H 9.2827 4.5158 -1.7737 -0.3885 0.5018 0.4020 0.10
As 0.5173 -4.8725 -3.0964 -0.6602 0.0957 -0.0697 0.83
F 1.9684 -4.1494 -2.5007 0.2127 0.1315 0.6135 -0.26
F 1.0664 -4.3496 -4.7126 -0.5836 -0.5242 0.9838 -0.27
F -0.8869 -5.6437 -3.6137 -0.9032 0.2766 -0.7262 -0.21
F 0.0916 -5.4262 -1.4390 0.5849 0.9213 -0.7996 -0.28
F -0.3260 -3.2694 -2.9232 0.7654 -1.7317 0.0100 -0.29
F 1.3073 -6.4453 -3.2887 0.2620 0.8329 -0.1207 -0.26
As 3.1832 3.6890 -3.1539 -0.3842 -2.9947 1.5105 0.81
F 1.6962 2.6160 -3.0134 1.2411 1.4181 -0.0063 -0.30
F 2.7085 4.2376 -4.7132 -0.3280 0.3096 -0.2826 -0.25
F 4.7023 4.4682 -3.2001 0.3294 0.4351 -0.0769 -0.24
F 3.7384 3.0149 -1.4624 -0.7960 0.6709 -2.1535 -0.35
F 3.8955 2.3248 -3.9966 0.2324 -0.1659 0.5064 -0.28
F 2.4081 5.0258 -2.4483 -0.2426 0.0431 0.4529 -0.22
As 2.4948 -3.8345 4.2359 -0.3006 -0.9725 -3.2265 0.80
F 2.7552 -2.1118 4.1148 0.5652 -0.5694 0.0225 -0.24
F 1.8438 -3.6480 5.7596 0.4174 -0.2005 1.5946 -0.19
F 2.1025 -5.5458 4.1314 0.2232 0.2943 0.7114 -0.27
F 2.9407 -4.0445 2.4821 0.0505 0.6398 0.7336 -0.31
F 4.1595 -4.2549 4.6190 -1.1524 0.7394 0.2230 -0.25
F 0.8274 -3.5493 3.6507 0.2487 0.0948 -0.3309 -0.30
C -6.1278 -4.4115 1.3525 -0.9014 2.8654 0.0845 -0.52
O -4.9771 -4.0170 0.4119 1.1578 0.5158 0.0522 -0.20
O -6.7713 -3.4319 1.8892 0.2477 0.0116 -0.3317 -0.12
C -6.9674 -5.3336 0.5345 -0.6446 -0.8087 1.0262 -0.61
F -7.6560 -6.1741 1.3935 0.3486 0.2883 -0.6723 0.10
F -7.8464 -4.7718 -0.2504 -1.0955 0.7776 -0.7079 0.18
F -6.2149 -6.0948 -0.2456 0.6162 -1.5947 -0.8084 0.13
C -5.1360 -2.8369 -0.3596 -2.1226 -0.3931 0.1780 -0.30
C -4.5074 -3.0179 -1.7451 0.5553 1.6044 1.1627 -0.07
H -3.3915 -3.0690 -1.5922 -1.1274 -0.7128 -0.9202 0.06
H -5.0766 -3.7473 -2.3247 0.8318 -0.4288 0.1664 0.08
H -4.6976 -2.0527 -2.2293 0.1634 0.0371 -0.2653 0.05
H -4.8331 -1.8495 0.1482 -0.0823 -1.3655 -0.4259 0.11
H -6.2412 -2.7847 -0.5195 0.6528 0.7108 0.1594 0.12
H -5.6380 -5.0415 2.0406 1.3952 -1.3434 1.1269 0.11
C -4.8501 3.2446 0.9149 -1.0766 -1.0924 0.6590 -0.47
O -5.5280 2.6925 -0.3120 0.1432 0.1889 1.0834 -0.14
O -3.7958 3.9507 0.6544 0.0421 0.0172 -0.0595 -0.19
C -5.9799 4.0673 1.6479 0.6761 -1.0800 0.6845 -0.47
F -7.1557 3.3696 1.7704 0.8935 1.2540 -0.3171 0.11
F -5.5497 4.2571 2.9676 -0.5767 0.4372 -1.2860 0.06
F -6.1808 5.2705 1.0634 -0.3463 -0.7165 0.7183 0.13
C -6.1322 1.4131 -0.1551 0.6849 -0.8397 0.6809 -0.32
C -6.9718 1.1250 -1.3211 -1.4767 0.6195 -1.1645 -0.09
H -6.4225 1.4156 -2.2414 -0.5221 -0.2932 0.3075 0.08
H -7.2656 0.0776 -1.3336 0.2344 -0.1612 -0.1551 0.08
H -7.9222 1.6770 -1.2320 0.3254 0.0841 -0.4510 0.09
H -6.7168 1.1989 0.7652 0.4964 0.7778 -0.2470 0.14
H -5.3853 0.6216 -0.2122 0.7903 0.0181 0.5387 0.10
H -4.6992 2.3399 1.6106 -0.1094 0.6329 -0.6446 0.15
C -3.1756 1.3706 8.9291 1.3418 -1.6106 -1.1288 -0.44
O -2.6965 -0.0722 8.8995 -0.9137 0.6219 -0.2305 -0.12
O -2.7063 2.1395 8.0042 0.5733 -0.0877 -0.6463 -0.17
C -4.6774 1.4175 8.9805 -2.1333 -0.9989 0.0599 -0.54
F -5.0501 2.2575 9.9995 -0.1050 -0.1330 -0.3488 0.09
F -5.2651 1.8657 7.8645 0.0763 0.8112 -0.4701 0.12
F -5.3281 0.2534 9.1938 0.3930 -0.0957 0.5811 0.13
C -2.3274 -0.6899 7.6620 1.5486 2.7913 -0.1297 -0.22
C -2.6857 0.0269 6.2980 -1.8262 -3.5745 0.5888 -0.08
H -1.9547 0.7349 6.1107 1.1242 1.0380 -0.5115 -0.01
H -2.7024 -0.8205 5.5382 0.3819 0.9934 0.5551 0.08
H -3.6956 0.4418 6.2471 0.2169 0.1627 0.2403 0.08
H -2.6275 -1.7065 7.6922 -0.5459 -0.8847 -0.0085 0.09
H -1.2014 -0.6443 7.6669 -0.7424 -0.5387 -0.1149 0.11
H -2.9106 1.6891 9.8970 0.7548 -0.0777 1.8842 0.13